18
Properties=species:S:1:pos:R:3:forces:R:3 method="wB97M-V/def2-TZVPD" relative_energy_ev=1.048 gap_ev=8.916 e_tot_ev=-25486.337 lumo_energy_ev=0.654 homo_ev=-8.26
S 3.184524 0.656644 0.186181 -1.255 -0.205 0.025
P 1.339067 -0.060978 0.203647 -2.480 0.269 -0.180
C 1.290152 -1.842802 0.669513 0.559 0.122 -1.750
C 0.261982 0.109567 -1.378180 1.037 1.458 1.698
C -0.539784 0.792427 1.306090 2.007 -2.448 -2.259
C -1.191053 0.352208 -0.976774 -2.562 -2.795 -2.623
C -1.406765 1.279352 0.164830 2.642 -1.524 -0.141
H 1.672375 -1.840048 1.649723 0.517 -0.338 1.376
H 2.024698 -2.443119 0.002960 -1.515 0.990 0.986
H -1.633392 -0.645539 -0.655179 0.688 0.693 -0.351
H -1.073235 2.174366 -0.245779 0.616 2.279 0.142
H 0.348939 -0.581938 -2.170178 0.215 -1.507 -0.383
H 0.823161 0.946272 -1.788775 -0.571 0.826 -0.158
H -1.886627 0.537625 -1.944641 1.698 0.159 2.079
H -0.274738 1.507418 1.982900 1.048 1.984 1.696
H -2.388738 1.358310 0.449544 -2.531 0.141 0.577
H 0.247507 -2.183769 0.685680 0.375 -0.196 -0.272
H -0.798075 -0.115996 1.858433 -0.486 0.092 -0.462